Record 1
{
  "formula": "C20H20N4S5Ti",
  "method": "wB97M-V/def2-TZVPD",
  "homo_ev": -7.044,
  "gap_ev": 7.007,
  "e_above_lowest_ev": 0.000,
  "spin_multiplicity": 1,
  "species": ["Ti", "S", "C", "C", "C", "C", "C", "C", "S", "C", "C", "C", "C", "C", "C", "C", "S", "C", "C", "C", "C", "C", "C", "S", "N", "H", "H", "H", "H", "H", "H", "H", "H", "H", "H", "H", "H", "H", "H", "H", "N", "N", "C", "N", "S", "H", "H", "H", "H", "H"],
  "xyz": [[0.067, 0.728, 0.771], [-0.396, 1.404, -1.499], [-2.024, 2.049, -1.409], [-2.792, 2.203, -2.563], [-4.068, 2.733, -2.491], [-4.596, 3.116, -1.261], [-3.840, 2.966, -0.112], [-2.555, 2.429, -0.176], [-1.579, 2.282, 1.283], [0.572, 1.590, 2.869], [0.784, 0.203, 3.121], [0.292, -0.617, 4.160], [0.520, -1.962, 4.087], [1.195, -2.518, 2.977], [1.571, -1.682, 1.963], [2.148, -2.092, 0.646], [1.183, -1.262, -0.670], [-0.153, -2.424, -0.795], [0.025, -3.535, -1.615], [-0.960, -4.500, -1.715], [-2.137, -4.339, -0.992], [-2.322, -3.229, -0.190], [-1.334, -2.245, -0.072], [-1.699, -0.842, 0.926], [1.354, -0.353, 2.035], [-2.377, 1.899, -3.516], [-4.655, 2.846, -3.393], [-5.596, 3.525, -1.202], [-4.239, 3.255, 0.852], [-0.099, 2.142, 3.513], [1.457, 2.145, 2.567], [-0.244, -0.171, 4.986], [0.171, -2.615, 4.876], [1.365, -3.583, 2.902], [2.133, -3.167, 0.483], [3.168, -1.719, 0.544], [0.946, -3.630, -2.178], [-0.819, -5.360, -2.355], [-2.921, -5.082, -1.063], [-3.247, -3.099, 0.357], [2.505, 1.117, -2.576], [3.471, 2.059, -2.251], [3.679, 2.415, -0.969], [4.674, 3.324, -0.803], [2.823, 1.876, 0.359], [2.838, 0.506, -3.306], [1.606, 1.536, -2.796], [3.803, 2.694, -2.965], [5.408, 3.403, -1.487], [4.889, 3.580, 0.145]]
}

Record 2
{
  "formula": "C20H20N6O4",
  "method": "wB97M-V/def2-TZVPD",
  "homo_ev": -8.990,
  "gap_ev": 8.116,
  "e_above_lowest_ev": 6.241,
  "spin_multiplicity": 1,
  "species": ["O", "O", "N", "N", "N", "O", "O", "C", "C", "C", "C", "C", "C", "C", "C", "C", "C", "C", "C", "C", "N", "N", "N", "C", "C", "C", "C", "C", "C", "C", "H", "H", "H", "H", "H", "H", "H", "H", "H", "H", "H", "H", "H", "H", "H", "H", "H", "H", "H", "H"],
  "xyz": [[-5.513, -1.886, -1.776], [2.311, 1.086, 0.988], [-4.191, 0.595, -1.115], [-3.280, 1.437, -0.839], [0.030, 3.694, 0.123], [-3.463, -2.862, -2.276], [2.541, -3.755, 1.153], [-4.283, -1.842, -1.895], [1.280, 1.669, 0.593], [-0.956, 2.960, -0.405], [-3.624, -0.569, -1.524], [-2.244, -0.417, -1.463], [-0.903, 1.497, -0.540], [0.241, 0.833, -0.079], [4.154, 5.525, 2.406], [3.467, 5.935, 1.281], [3.894, 4.252, 2.945], [2.488, 5.099, 0.653], [2.940, 3.435, 2.354], [2.205, 3.860, 1.209], [-2.051, 0.861, -1.008], [1.151, 3.070, 0.683], [0.268, -0.555, -0.198], [-4.398, -4.923, -1.326], [-4.098, -4.138, -2.592], [2.790, -2.366, 1.067], [1.414, -3.661, 0.297], [1.381, -1.249, -0.879], [0.389, -1.363, 0.983], [1.533, -2.134, 0.328], [-1.845, 3.458, -0.805], [-1.560, -1.143, -1.814], [4.908, 6.130, 2.867], [3.636, 6.935, 0.881], [4.413, 3.883, 3.804], [1.967, 5.481, -0.210], [2.754, 2.484, 2.814], [-3.470, -5.083, -0.835], [-5.019, -4.311, -0.666], [-4.972, -5.858, -1.548], [-3.428, -4.725, -3.196], [-4.986, -3.929, -3.121], [3.648, -2.077, 0.458], [2.796, -1.909, 2.050], [1.578, -4.075, -0.717], [0.450, -4.081, 0.641], [2.285, -0.665, -1.051], [1.123, -1.770, -1.831], [0.713, -0.825, 1.897], [-0.461, -2.006, 1.235]]
}

Record 3
{
  "formula": "C20H21BiN9O4S2",
  "method": "wB97M-V/def2-TZVPD",
  "charge": 1,
  "homo_ev": -11.113,
  "gap_ev": 7.669,
  "e_above_lowest_ev": 0.000,
  "spin_multiplicity": 1,
  "species": ["Bi", "C", "S", "C", "S", "N", "N", "C", "C", "C", "C", "C", "C", "N", "H", "H", "H", "H", "H", "H", "H", "H", "N", "C", "C", "C", "C", "C", "C", "C", "N", "C", "C", "N", "C", "H", "H", "H", "H", "H", "H", "H", "O", "N", "O", "O", "C", "N", "C", "N", "O", "H", "H", "H", "H", "H", "H"],
  "xyz": [[-0.581, -1.175, 0.410], [-6.505, -1.143, 0.782], [-5.489, -0.373, -0.474], [-3.974, -1.105, -0.047], [-2.684, -0.382, -1.033], [-3.865, -2.003, 0.870], [-2.582, -2.475, 1.041], [-2.511, -3.532, 1.768], [-1.226, -4.162, 2.058], [-1.080, -5.066, 3.110], [0.180, -5.630, 3.375], [1.245, -5.241, 2.582], [1.001, -4.297, 1.579], [-0.186, -3.754, 1.319], [-7.412, -0.564, 0.915], [-6.043, -1.187, 1.775], [-6.819, -2.168, 0.552], [-3.420, -3.977, 2.170], [-1.966, -5.344, 3.660], [0.260, -6.370, 4.202], [2.264, -5.622, 2.656], [1.803, -3.941, 0.924], [1.176, 8.563, -4.428], [1.144, 7.695, -3.679], [1.112, 6.556, -2.791], [1.376, 6.675, -1.422], [1.308, 5.539, -0.633], [0.900, 4.341, -1.197], [0.629, 4.216, -2.566], [0.728, 5.328, -3.347], [0.899, 3.147, -0.403], [1.863, 2.801, 0.537], [1.515, 1.559, 0.955], [0.354, 1.147, 0.317], [0.024, 2.132, -0.505], [1.620, 7.620, -0.960], [1.496, 5.613, 0.419], [0.324, 3.260, -2.970], [0.531, 5.242, -4.414], [2.752, 3.420, 0.660], [2.042, 0.896, 1.611], [-0.846, 2.164, -1.159], [-0.880, 0.411, 4.054], [-0.908, -0.144, 2.998], [-1.778, 0.097, 2.099], [-0.078, -1.051, 2.682], [1.894, -1.413, -3.104], [3.121, -1.542, -2.339], [3.078, -1.690, -0.989], [4.235, -1.705, -0.289], [1.984, -1.789, -0.408], [2.145, -1.564, -4.164], [1.419, -0.433, -3.040], [1.180, -2.165, -2.807], [3.992, -1.538, -2.817], [5.114, -1.855, -0.735], [4.124, -2.023, 0.641]]
}

Record 4
{
  "formula": "C20H21BrINOPdSi",
  "method": "wB97M-V/def2-TZVPD",
  "charge": 2,
  "homo_ev": [-14.527, -14.527],
  "gap_ev": [4.631, 4.621],
  "spin_multiplicity": 1,
  "species": ["Pd", "C", "C", "C", "C", "N", "C", "C", "C", "C", "C", "C", "C", "H", "H", "H", "H", "H", "H", "H", "H", "C", "Si", "C", "C", "O", "H", "H", "H", "H", "H", "H", "H", "H", "H", "Br", "C", "C", "C", "C", "C", "C", "I", "H", "H", "H", "H"],
  "xyz": [[0.404, -0.156, -0.046], [-0.493, 0.094, -4.087], [-1.838, -0.257, -4.108], [-2.500, -0.551, -2.925], [-1.798, -0.493, -1.737], [-0.480, -0.157, -1.744], [0.170, 0.136, -2.881], [-2.269, -0.752, -0.380], [-3.539, -1.117, 0.066], [-3.760, -1.313, 1.423], [-2.739, -1.160, 2.353], [-1.443, -0.796, 1.956], [-1.305, -0.620, 0.608], [0.044, 0.333, -4.993], [-2.372, -0.298, -5.048], [-3.545, -0.826, -2.922], [1.215, 0.406, -2.800], [-4.347, -1.246, -0.644], [-4.747, -1.596, 1.761], [-2.930, -1.324, 3.405], [-0.639, -0.686, 2.673], [0.462, 4.613, 0.325], [-0.212, 3.027, 0.976], [0.496, 2.958, 2.830], [-2.044, 2.906, 1.029], [0.542, 1.734, 0.256], [0.069, 5.434, 0.926], [0.110, 4.719, -0.706], [1.550, 4.634, 0.339], [0.030, 3.848, 3.247], [1.579, 3.009, 2.778], [0.115, 2.025, 3.243], [-2.473, 3.731, 1.598], [-2.395, 1.974, 1.477], [-2.435, 2.962, 0.008], [4.236, -4.922, -0.104], [4.102, -3.756, 1.352], [4.924, -3.956, 2.458], [4.853, -3.108, 3.549], [3.968, -2.038, 3.564], [3.143, -1.817, 2.475], [3.229, -2.681, 1.392], [2.003, -2.371, -0.264], [5.620, -4.784, 2.452], [5.500, -3.286, 4.398], [3.920, -1.376, 4.418], [2.453, -0.984, 2.468]]
}

Record 5
{
  "formula": "C20H21Cl4O3",
  "method": "wB97M-V/def2-TZVPD",
  "charge": -1,
  "homo_ev": -3.073,
  "gap_ev": 3.280,
  "e_above_lowest_ev": 0.000,
  "spin_multiplicity": 1,
  "species": ["Cl", "C", "C", "Cl", "C", "O", "C", "Cl", "C", "Cl", "C", "O", "C", "C", "C", "C", "C", "C", "O", "C", "C", "C", "C", "C", "C", "C", "C", "H", "H", "H", "H", "H", "H", "H", "H", "H", "H", "H", "H", "H", "H", "H", "H", "H", "H", "H", "H", "H"],
  "xyz": [[3.799, -3.566, -3.298], [2.359, -2.655, -3.243], [2.348, -1.294, -3.305], [3.779, -0.380, -3.478], [1.080, -0.512, -3.288], [1.076, 0.716, -3.376], [-0.172, -1.300, -3.180], [-1.628, -0.416, -3.275], [-0.166, -2.663, -3.181], [-1.606, -3.571, -3.268], [1.100, -3.451, -3.202], [1.102, -4.678, -3.198], [1.278, -2.062, 3.261], [0.554, -1.632, 1.987], [1.422, -2.021, 0.792], [-0.786, -2.364, 1.918], [0.308, -0.106, 1.976], [-0.289, 0.537, 0.792], [-0.451, -0.099, -0.287], [-0.659, 1.958, 0.915], [-1.451, 2.665, -0.209], [-1.646, 4.148, 0.096], [-2.820, 2.005, -0.360], [-0.680, 2.562, -1.520], [-0.263, 2.655, 2.037], [0.406, 2.043, 3.095], [0.665, 0.675, 3.054], [0.679, -1.829, 4.149], [1.469, -3.142, 3.253], [2.242, -1.546, 3.339], [0.902, -1.743, -0.127], [2.367, -1.467, 0.834], [1.631, -3.099, 0.785], [-1.326, -2.071, 1.013], [-0.630, -3.449, 1.910], [-1.396, -2.100, 2.789], [-0.673, 4.641, 0.198], [-2.192, 4.643, -0.716], [-2.213, 4.288, 1.023], [-2.698, 0.945, -0.601], [-3.373, 2.093, 0.582], [-3.396, 2.492, -1.155], [-0.558, 1.514, -1.792], [-1.205, 3.075, -2.334], [0.321, 2.989, -1.396], [-0.483, 3.721, 2.119], [0.714, 2.631, 3.955], [1.159, 0.222, 3.915]]
}

Record 6
{
  "formula": "C20H21ClN2O2",
  "method": "wB97M-V/def2-TZVPD",
  "homo_ev": -8.769,
  "gap_ev": 9.237,
  "e_above_lowest_ev": 0.646,
  "spin_multiplicity": 1,
  "species": ["C", "H", "H", "H", "C", "N", "C", "O", "C", "C", "C", "C", "C", "C", "C", "C", "H", "H", "H", "H", "H", "H", "H", "C", "H", "C", "O", "N", "H", "C", "C", "C", "C", "C", "C", "C", "H", "H", "Cl", "H", "H", "H", "H", "H", "H", "H"],
  "xyz": [[4.558, 1.783, -0.359], [3.894, 2.601, -0.090], [5.584, 2.122, -0.239], [4.401, 1.527, -1.406], [4.301, 0.584, 0.550], [2.956, 0.054, 0.396], [2.004, 0.469, 1.280], [2.265, 1.301, 2.135], [0.630, -0.073, 1.190], [0.262, -1.344, 1.034], [-1.121, -1.803, 1.110], [-1.544, -2.832, 0.269], [-2.849, -3.283, 0.318], [-3.742, -2.735, 1.225], [-3.326, -1.724, 2.076], [-2.028, -1.252, 2.012], [-1.703, -0.473, 2.685], [-4.017, -1.301, 2.790], [-4.758, -3.099, 1.273], [-3.171, -4.071, -0.348], [-0.848, -3.253, -0.441], [0.989, -2.117, 0.829], [-0.122, 0.671, 1.423], [2.718, -0.800, -0.744], [3.572, -0.703, -1.422], [1.478, -0.448, -1.572], [0.839, -1.296, -2.156], [1.250, 0.876, -1.683], [1.731, 1.503, -1.055], [0.076, 1.388, -2.367], [-1.117, 1.427, -1.447], [-2.032, 0.383, -1.446], [-3.111, 0.391, -0.581], [-3.264, 1.447, 0.301], [-2.354, 2.492, 0.327], [-1.285, 2.476, -0.551], [-0.576, 3.292, -0.536], [-2.482, 3.305, 1.023], [-4.607, 1.463, 1.385], [-3.823, -0.419, -0.587], [-1.894, -0.446, -2.122], [-0.121, 0.713, -3.203], [0.311, 2.385, -2.747], [2.653, -1.856, -0.464], [5.016, -0.217, 0.342], [4.405, 0.892, 1.592]]
}

Record 7
{
  "formula": "C20H21ClO7PRu",
  "method": "wB97M-V/def2-TZVPD",
  "charge": 1,
  "homo_ev": [-10.375, -12.795],
  "gap_ev": [6.255, 7.412],
  "e_above_lowest_ev": 0.719,
  "spin_multiplicity": 5,
  "species": ["Ru", "C", "C", "C", "O", "C", "O", "O", "H", "H", "H", "H", "H", "H", "H", "O", "C", "O", "C", "P", "C", "C", "C", "C", "C", "C", "C", "C", "C", "C", "C", "C", "H", "H", "H", "H", "H", "H", "H", "H", "H", "H", "H", "H", "Cl", "C", "C", "O", "O", "H", "H"],
  "xyz": [[0.046, 1.306, 0.367], [-3.925, 2.287, -0.967], [-3.047, 1.071, -0.695], [-3.645, -0.272, -1.206], [-1.749, 1.288, -1.261], [-2.889, 1.095, 0.855], [-3.870, 1.133, 1.551], [-1.653, 1.099, 1.343], [-3.778, 2.484, -2.026], [-3.609, 3.181, -0.397], [-4.935, 2.128, -0.744], [-3.997, -0.202, -2.228], [-4.455, -0.424, -0.541], [-2.896, -1.020, -1.140], [-1.647, 0.900, -2.083], [3.520, 0.967, -1.727], [2.418, 0.708, -1.383], [1.625, 1.602, -0.688], [1.699, -0.623, -1.535], [0.787, -0.813, 0.053], [-0.563, -1.964, -0.023], [-0.709, -2.843, -1.130], [-1.638, -3.854, -1.032], [-2.330, -4.006, 0.128], [-2.231, -3.125, 1.211], [-1.283, -2.140, 1.152], [2.051, -1.396, 1.149], [2.656, -2.621, 0.811], [3.634, -3.144, 1.618], [4.125, -2.380, 2.721], [3.506, -1.148, 3.072], [2.518, -0.696, 2.214], [2.353, -1.479, -1.743], [0.963, -0.580, -2.337], [-0.079, -2.687, -2.000], [-1.850, -4.538, -1.868], [-2.886, -4.885, 0.298], [-2.845, -3.324, 2.115], [-1.178, -1.502, 2.050], [2.208, -3.261, 0.072], [3.962, -4.206, 1.471], [4.865, -2.768, 3.361], [3.842, -0.502, 3.855], [2.058, 0.276, 2.326], [3.365, 6.538, -3.148], [3.920, 6.712, -1.487], [-0.109, 4.869, 0.614], [-0.206, 5.870, 0.030], [-0.022, 3.768, 0.967], [3.162, 7.097, -0.766], [4.746, 6.023, -1.246]]
}

Record 8
{
  "formula": "C20H21F2",
  "method": "wB97M-V/def2-TZVPD",
  "charge": 1,
  "homo_ev": -11.405,
  "gap_ev": 5.295,
  "e_above_lowest_ev": 0.559,
  "spin_multiplicity": 1,
  "species": ["C", "C", "C", "C", "C", "H", "H", "H", "H", "H", "H", "H", "H", "H", "H", "F", "C", "C", "C", "C", "C", "C", "C", "C", "C", "C", "C", "F", "C", "C", "C", "C", "H", "H", "H", "H", "H", "H", "H", "H", "H", "H", "H"],
  "xyz": [[-0.426, -0.990, -2.566], [0.954, -0.431, -2.417], [2.105, -1.114, -2.555], [3.449, -0.436, -2.611], [2.097, -2.616, -2.687], [-1.121, -0.139, -2.595], [-0.583, -1.586, -3.484], [-0.761, -1.602, -1.713], [1.004, 0.654, -2.309], [4.237, -1.204, -2.660], [3.537, 0.201, -3.508], [3.642, 0.189, -1.723], [3.128, -3.005, -2.724], [1.586, -3.087, -1.828], [1.570, -2.914, -3.611], [3.156, 3.068, 2.656], [3.027, 1.788, 2.163], [4.170, 0.995, 2.095], [4.012, -0.323, 1.634], [2.770, -0.806, 1.252], [1.606, 0.012, 1.303], [0.323, -0.497, 0.902], [-0.890, 0.135, 1.191], [-2.168, -0.337, 0.886], [-3.380, 0.409, 1.043], [-3.394, 1.769, 1.480], [-4.610, 2.433, 1.604], [-4.601, 3.746, 2.020], [-5.838, 1.842, 1.326], [-5.832, 0.497, 0.922], [-4.643, -0.207, 0.791], [1.765, 1.341, 1.799], [5.134, 1.383, 2.401], [4.886, -0.976, 1.614], [2.668, -1.852, 0.948], [0.314, -1.493, 0.447], [-0.841, 1.079, 1.735], [-2.279, -1.367, 0.543], [-2.466, 2.281, 1.704], [-6.761, 2.404, 1.430], [-6.785, 0.012, 0.706], [-4.669, -1.254, 0.486], [0.907, 1.996, 1.911]]
}